Entry i
This record from the OMol25 dataset describes C7H12 in the gas phase. The level of theory is ωB97M-V/def2-TZVPD.

Kohn-Sham gap: 10.36 eV
SMILES: CC#CCCCC

Cartesian coordinates (Å):
C -0.84 -1.45 -3.52
C -0.67 -0.37 -2.55
C -0.51 0.48 -1.70
C -0.25 1.26 -0.49
C 0.12 0.26 0.62
C 0.52 0.86 1.97
C 0.81 -0.25 2.98
H -0.73 -2.41 -3.02
H -0.09 -1.39 -4.32
H -1.83 -1.42 -3.98
H -1.13 1.85 -0.21
H 0.57 1.97 -0.66
H -0.72 -0.43 0.76
H 0.96 -0.35 0.26
H -0.28 1.51 2.35
H 1.40 1.50 1.84
H -0.11 -0.66 3.39
H 1.34 -1.08 2.49
H 1.43 0.09 3.81

Entry ii
This record from the OMol25 dataset describes C7H12 in the gas phase. The level of theory is ωB97M-V/def2-TZVPD.

Kohn-Sham gap: 10.35 eV
SMILES: CC#CCCCC

Cartesian coordinates (Å):
C 3.47 0.11 1.26
C 2.56 -0.30 0.20
C 1.70 -0.59 -0.61
C 0.39 -0.72 -1.26
C -0.58 -0.03 -0.30
C -2.06 0.03 -0.67
C -2.81 0.74 0.47
H 2.90 0.58 2.06
H 4.20 0.84 0.91
H 4.01 -0.74 1.69
H 0.13 -1.78 -1.42
H 0.39 -0.24 -2.25
H -0.49 -0.53 0.68
H -0.22 0.99 -0.15
H -2.46 -0.97 -0.83
H -2.18 0.58 -1.62
H -3.36 0.04 1.10
H -2.10 1.27 1.12
H -3.52 1.49 0.10

Energy comparison, zero being the most stable, in hartree: entry i 0.0000; entry ii 0.0076.